DFT (ωB97M-V with the def2-TZVPD basis set) results for a cluster of 6 separate species, C12H40N3O7 in total.

Results
Expectation value of S²: 0.7504
Multiplicity: 2
Lowest unoccupied orbital energy (spin up / spin down) (eV): 0.380 / 0.334
HOMO-LUMO gap (spin up / spin down) (eV): 2.690 / 10.169
Energy relative to the best compared isomer or geometry (same formula, charge and spin) (kJ/mol): 0.0

Each atom is followed by the atoms it is bonded to, with distances in Å.
Atoms and positions in Å:
1 O 2.045 2.420 0.827  C15 1.440, C22 1.435
2 O -3.525 -5.064 2.698  C11 1.436, C19 1.422
3 O -3.044 1.682 -0.364  H38 0.957, H53 0.957
4 O 0.237 -1.317 1.122  C12 1.398, H47 0.960
5 O 2.107 -1.983 -1.082  C13 1.347, H51 0.960
6 O 2.178 1.010 -3.845  C17 1.412, H55 0.960
7 O -0.502 0.901 -2.947  C14 1.394, H23 0.960
8 N 0.360 3.273 -1.405  C16 1.440, H32 1.010, H60 1.010
9 N -1.116 -3.124 2.992  C21 1.430, H30 1.010, H57 1.010
10 N -0.248 1.085 0.024  H26 1.010, H40 1.010, H50 1.010, H54 1.010
11 C -3.447 -3.753 2.115  O2 1.436, C21 1.556, H61 1.090, H62 1.090
12 C 1.633 -1.357 1.071  O4 1.398, C13 1.486, H27 1.090, H45 1.090
13 C 2.294 -2.361 0.198  O5 1.347, C12 1.486, H42 1.090, H59 1.090
14 C -0.143 0.343 -4.173  O7 1.394, C17 1.536, H29 1.090, H56 1.090
15 C 2.193 3.699 0.184  O1 1.440, C16 1.547, H35 1.090, H52 1.090
16 C 1.761 3.592 -1.298  N8 1.440, C15 1.547, C20 1.470, H39 1.090
17 C 1.056 1.151 -4.691  O6 1.412, C14 1.536, H48 1.090, H58 1.090
18 C -2.565 -1.443 2.419  C21 1.506, H33 1.090, H46 1.090, H49 1.090
19 C -2.497 -5.890 2.168  O2 1.422, H34 1.090, H37 1.090, H43 1.090
20 C 2.022 4.805 -2.087  C16 1.470, H24 1.090, H25 1.090, H36 1.090
21 C -2.518 -2.844 2.969  N9 1.430, C11 1.556, C18 1.506, H31 1.090
22 C 2.386 2.385 2.221  O1 1.435, H28 1.090, H41 1.090, H44 1.090
23 H -1.450 0.997 -2.825  O7 0.960
24 H 1.375 4.985 -2.946  C20 1.090
25 H 1.750 5.686 -1.506  C20 1.090
26 H -1.144 1.509 0.221  N10 1.010
27 H 2.226 -0.451 0.947  C12 1.090
28 H 2.091 1.377 2.511  C22 1.090
29 H 0.192 -0.660 -3.907  C14 1.090
30 H -1.112 -4.107 3.225  N9 1.010
31 H -2.811 -2.915 4.017  C21 1.090
32 H 0.165 2.906 -2.326  N8 1.010
33 H -2.120 -1.466 1.424  C18 1.090
34 H -2.327 -5.915 1.092  C19 1.090
35 H 3.192 4.130 0.249  C15 1.090
36 H 3.093 4.973 -2.193  C20 1.090
37 H -2.722 -6.919 2.450  C19 1.090
38 H -3.491 2.469 -0.675  O3 0.957
39 H 2.481 2.881 -1.702  C16 1.090
40 H -0.042 0.150 0.345  N10 1.010
41 H 1.789 3.171 2.683  C22 1.090
42 H 3.342 -2.536 0.444  C13 1.090
43 H -1.513 -5.622 2.551  C19 1.090
44 H 3.456 2.399 2.432  C22 1.090
45 H 1.945 -1.551 2.098  C12 1.090
46 H -3.536 -0.987 2.226  C18 1.090
47 H 0.005 -1.942 1.813  O4 0.960
48 H 0.684 2.175 -4.725  C17 1.090
49 H -2.117 -0.686 3.062  C18 1.090
50 H 0.522 1.673 0.308  N10 1.010
51 H 2.143 -2.756 -1.650  O5 0.960
52 H 1.533 4.440 0.635  C15 1.090
53 H -3.619 0.961 -0.621  O3 0.957
54 H -0.262 1.068 -0.986  N10 1.010
55 H 1.849 1.379 -3.022  O6 0.960
56 H -0.945 0.147 -4.884  C14 1.090
57 H -0.682 -2.723 3.811  N9 1.010
58 H 1.375 0.825 -5.680  C17 1.090
59 H 1.805 -3.332 0.277  C13 1.090
60 H -0.131 4.155 -1.423  N8 1.010
61 H -3.208 -3.775 1.052  C11 1.090
62 H -4.447 -3.321 2.081  C11 1.090